This record from the OMol25 dataset describes a structure of composition C26H30Cl3N5O11PTi at a distorted geometry. The level of theory is ωB97M-V with the def2-TZVPD basis set.

Computed properties:
total energy = -127392.18481 eV
charge = -1
HOMO-LUMO gap (spin up / spin down) = 6.80 / 7.62 eV
<S²> = 2.01
2S+1 = 3
LUMO energy (spin up / spin down) = 1.73 / 1.75 eV

Geometry as XYZ:
```
77
C26H30Cl3N5O11PTi, DFT ωB97M-V with the def2-TZVPD basis set
Ti 10.1972 11.1462 8.6596
Cl 13.0695 8.2303 7.3357
Cl 11.2554 9.8312 12.2672
Cl 14.8515 5.9291 11.7546
P 11.7855 12.8722 7.6293
O 11.1874 10.5430 4.7447
O 5.0283 11.5905 6.6323
O 9.8468 12.3609 10.1178
O 9.9097 6.2843 4.7658
O 11.8688 10.1464 9.3040
O 6.6624 12.4726 5.6536
O 3.9936 16.2329 8.9626
O 9.1523 9.2025 8.4568
O 5.1112 16.4672 10.8279
O 9.8368 14.5266 10.6888
O 8.3661 11.9065 7.8775
N 6.0040 12.3184 6.6588
N 9.3983 13.6670 9.9556
N 10.4307 8.5209 4.7848
N 10.2442 9.8499 6.7022
N 5.0047 16.0310 9.6887
C 5.9882 14.9864 9.2056
C 12.9194 7.7429 11.8012
C 10.7140 6.3008 8.3219
C 10.5621 9.7573 5.4273
C 12.5844 14.2775 8.5783
C 12.3722 9.0990 9.8711
C 13.8117 7.1799 9.6744
C 13.7460 6.9914 11.0192
C 11.1148 13.7678 6.2016
C 9.9354 7.3256 5.3537
C 9.5588 8.9127 7.2940
C 8.0597 13.7564 9.4191
C 7.4291 9.0252 5.3397
C 14.4169 13.1848 6.2816
C 13.2909 12.1586 6.8000
C 13.1381 8.1615 9.0705
C 6.4026 13.1342 7.8015
C 10.0603 14.8399 6.6141
C 7.1983 14.7769 9.8283
C 9.1886 7.5927 6.6900
C 12.2332 8.8016 11.2347
C 9.3594 6.4227 7.6534
C 13.2748 13.6995 9.7906
C 7.6904 12.8641 8.3559
C 5.5481 14.1578 8.2048
C 7.6856 7.8358 6.2617
H 14.4890 6.5714 9.0289
H 10.7638 8.5615 3.8287
H 13.6964 11.5178 7.6132
H 13.7128 14.6244 10.3600
H 9.1824 5.4605 7.1246
H 10.5029 15.8276 6.3846
H 13.1428 14.9276 7.9624
H 14.1071 13.0353 9.6024
H 10.0500 14.8756 7.6907
H 10.9391 7.2311 8.8346
H 10.6086 13.0669 5.5431
H 14.0140 13.8771 5.5181
H 7.3705 6.8864 5.7974
H 7.1281 7.9288 7.1695
H 14.8795 13.7826 7.0904
H 8.0245 9.0301 4.4132
H 9.0709 14.4457 6.2843
H 11.7399 14.8058 8.8449
H 15.1299 12.6242 5.7061
H 10.7952 5.5913 9.0797
H 4.5495 14.3044 7.7679
H 7.5620 9.9686 5.8021
H 12.9104 7.5586 12.8573
H 11.9966 14.2936 5.6794
H 12.9491 11.4843 5.9812
H 6.3373 9.1308 5.1323
H 12.5848 13.1371 10.4230
H 11.4333 6.1060 7.5073
H 8.5157 6.4772 8.4023
H 7.5334 15.4711 10.5727
```

Atomic partial charges in e from the Löwdin method, atoms 1 to 2: 1.02, 0.78